No. 1
{
  "formula": "C7H10N4Si",
  "method": "wB97M-V/def2-TZVPD",
  "relative_energy_kcal_mol": 61.97,
  "homo_ev": [-7.342, -7.343],
  "gap_ev": [7.44, 7.44],
  "symbols": ["C", "C", "C", "C", "C", "C", "C", "N", "N", "N", "N", "Si", "H", "H", "H", "H", "H", "H", "H", "H", "H", "H"],
  "positions_angstrom": [[-0.095438, -0.194020, -2.244035], [-2.859568, -1.637165, 0.740398], [1.250159, -0.273294, -2.267871], [-2.555443, -0.663832, -0.215446], [-0.423835, 0.403552, -0.953493], [-1.703497, -1.705126, 1.538863], [1.142241, 1.001838, 0.877744], [1.808044, 0.165128, -1.137342], [-1.266297, -0.346727, -0.056025], [0.934566, 0.548828, -0.280424], [-0.744477, -0.983771, 1.008388], [2.843105, 1.534934, 1.415316], [-0.887021, -0.493053, -2.775867], [-3.806536, -2.239214, 0.812807], [1.946013, -0.496686, -3.023855], [-3.252201, -0.425782, -0.943209], [-0.731298, 1.563052, -0.958353], [-1.457775, -2.278744, 2.330995], [0.199410, 0.922090, 1.401487], [4.027179, 0.618130, 1.017096], [3.075744, 2.872557, 0.844131], [2.556928, 2.107305, 2.868696]],
  "forces_ev_per_a": [[1.862, 0.804, 1.654], [-1.022, 0.185, 0.110], [-1.539, 0.645, -0.025], [-0.417, -2.548, 1.683], [-0.052, 3.243, 2.024], [-0.747, 1.058, -3.119], [0.033, 0.544, 1.799], [3.981, 0.425, 0.318], [-0.560, -0.086, 0.393], [-1.584, -1.292, -2.821], [0.617, 0.302, 0.002], [-0.029, 0.794, 1.061], [-2.222, -1.264, -2.625], [1.178, 1.046, 0.043], [0.346, -0.747, -0.959], [-0.498, 1.084, -1.663], [-0.005, -2.570, -0.353], [0.457, -1.771, 2.503], [0.418, 0.855, 0.829], [-1.027, 0.573, 0.742], [0.164, -0.043, -0.571], [0.646, -1.238, -1.026]]
}

No. 2
{
  "formula": "C2H11N2S2",
  "method": "wB97M-V/def2-TZVPD",
  "charge": 1,
  "relative_energy_kcal_mol": 0.79,
  "homo_ev": -13.197,
  "gap_ev": 9.72,
  "symbols": ["C", "N", "C", "N", "H", "H", "H", "H", "H", "H", "H", "H", "H", "S", "S", "H", "H"],
  "positions_angstrom": [[1.355686, -0.074226, -1.247620], [1.179672, -0.100162, -2.688210], [0.163383, 0.627578, -0.618742], [0.164317, 0.394949, 0.878559], [2.271321, 0.473768, -1.016363], [1.459799, -1.067440, -0.779288], [1.939129, -0.604591, -3.125518], [0.337970, -0.611341, -2.929564], [-0.769977, 0.201850, -0.985184], [0.146414, 1.702724, -0.766955], [-0.463840, 1.043176, 1.364251], [-0.181030, -0.550413, 1.110647], [1.100480, 0.493894, 1.264515], [-2.310037, 0.299718, 3.138204], [-2.500384, -1.405579, 1.955033], [-1.116455, -0.045186, 3.648385], [-2.776449, -0.778719, 0.797852]],
  "forces_ev_per_a": [[0.066, -0.092, 0.004], [-0.161, -0.120, 0.220], [-0.075, -0.153, 0.252], [-0.104, -0.182, -0.229], [0.012, 0.053, 0.005], [-0.070, -0.012, -0.043], [0.156, 0.148, -0.082], [-0.034, 0.013, -0.057], [-0.034, 0.077, -0.020], [0.111, 0.019, -0.173], [-0.029, -0.044, 0.080], [0.019, 0.167, -0.047], [0.139, 0.104, 0.065], [-0.022, 0.052, -0.021], [0.040, -0.122, -0.060], [-0.007, 0.019, 0.043], [-0.006, 0.072, 0.064]]
}

No. 3
{
  "formula": "C54H45Cl2CoN4O2P2S",
  "method": "wB97M-V/def2-TZVPD",
  "s_squared": 3.786,
  "charge": -1,
  "multiplicity": 4,
  "relative_energy_kcal_mol": 0.00,
  "homo_ev": [-3.475, -3.212],
  "gap_ev": [5.68, 5.37],
  "symbols": ["Co", "C", "C", "C", "C", "C", "C", "C", "S", "O", "O", "N", "C", "C", "C", "C", "C", "C", "C", "C", "N", "C", "H", "H", "H", "H", "H", "H", "H", "H", "H", "H", "H", "H", "H", "C", "N", "C", "P", "C", "C", "C", "C", "C", "C", "C", "C", "C", "C", "C", "C", "C", "C", "C", "C", "C", "C", "P", "C", "C", "C", "C", "C", "C", "C", "C", "C", "C", "C", "C", "H", "H", "H", "H", "H", "H", "H", "H", "H", "H", "H", "H", "H", "H", "H", "H", "H", "H", "H", "H", "H", "H", "H", "H", "H", "H", "H", "H", "H", "Cl", "C", "C", "C", "C", "C", "Cl", "C", "N", "H", "H", "H"],
  "positions_angstrom": [[0.800334, -0.139601, -1.173972], [-5.460553, -4.473789, -1.602266], [-4.128826, -3.970787, -2.080327], [-4.003166, -2.690230, -2.606118], [-2.773035, -2.231417, -3.042473], [-1.658519, -3.038346, -2.940716], [-1.775816, -4.328512, -2.461890], [-3.008561, -4.789975, -2.033887], [-0.078033, -2.370745, -3.499416], [0.559218, -3.405886, -4.288064], [-0.382611, -1.160011, -4.216808], [0.765938, -1.980031, -2.163386], [1.722543, -2.816972, -1.695289], [1.809182, -4.191156, -1.917030], [2.850775, -4.937861, -1.387454], [3.847168, -4.349144, -0.645598], [3.830939, -2.964775, -0.424460], [4.875534, -2.289431, 0.242975], [4.783962, -0.924496, 0.388845], [3.662970, -0.254775, -0.091584], [2.654889, -0.846359, -0.729407], [2.742992, -2.194459, -0.916188], [-6.033800, -3.668282, -1.149385], [-5.333791, -5.269840, -0.870735], [-6.036237, -4.867065, -2.441342], [-4.875829, -2.055852, -2.672052], [-2.643518, -1.245738, -3.459973], [-0.911065, -4.970747, -2.418254], [-3.100907, -5.800697, -1.656383], [1.079224, -4.674989, -2.539723], [2.876389, -6.005425, -1.563651], [4.662230, -4.932485, -0.242763], [5.728430, -2.848277, 0.606413], [5.570835, -0.360856, 0.866410], [3.598743, 0.814737, 0.060226], [-1.329436, 0.741827, 1.369122], [-0.946258, 2.136435, 1.433210], [-0.431064, 2.635111, 0.177628], [1.354810, 2.034505, 0.287248], [1.778426, 3.628246, 1.172521], [1.754573, 4.870191, 0.536867], [1.916100, 6.037494, 1.257694], [2.068721, 5.987958, 2.635824], [2.103700, 4.761960, 3.275826], [1.968666, 3.590799, 2.545792], [2.348261, 2.302039, -1.241339], [2.163733, 1.392508, -2.284763], [3.083823, 1.316890, -3.319598], [4.216309, 2.112900, -3.312866], [4.427246, 2.990688, -2.261928], [3.513014, 3.071950, -1.226340], [-1.643636, 2.942573, 2.320497], [-2.186378, 4.181760, 1.964047], [-2.900390, 4.933869, 2.877320], [-3.104149, 4.477164, 4.167991], [-2.549294, 3.265746, 4.548160], [-1.821120, 2.518792, 3.646918], [0.018651, -0.481702, 1.008076], [0.800222, -0.671760, 2.670557], [0.075423, -0.679890, 3.860553], [0.703221, -0.895945, 5.072945], [2.062661, -1.158027, 5.122615], [2.788903, -1.185159, 3.946124], [2.163593, -0.931487, 2.738257], [-0.906206, -2.060388, 1.105859], [-2.284807, -2.236031, 1.049096], [-2.821386, -3.512648, 1.072221], [-2.003307, -4.622093, 1.164318], [-0.628352, -4.455231, 1.229821], [-0.089106, -3.187108, 1.191464], [-2.023132, 0.597879, 0.532635], [-1.846029, 0.455233, 2.285234], [-0.440509, 3.721820, 0.137906], [-0.973370, 2.228435, -0.674715], [1.596277, 4.925354, -0.532782], [1.909757, 6.990387, 0.743771], [2.145433, 6.905297, 3.204976], [2.227376, 4.712740, 4.349299], [1.984461, 2.632421, 3.047086], [1.261471, 0.752972, -2.350083], [2.916312, 0.625497, -4.132341], [4.941647, 2.038039, -4.112084], [5.322702, 3.597633, -2.233259], [3.723709, 3.718946, -0.385545], [-2.087673, 4.549692, 0.954772], [-3.328894, 5.878738, 2.569969], [-3.688413, 5.054853, 4.868736], [-2.688081, 2.899588, 5.558244], [-1.369252, 1.596921, 3.977802], [-0.995146, -0.544597, 3.858307], [0.121361, -0.890818, 5.985010], [2.545608, -1.358810, 6.068572], [3.845685, -1.412474, 3.970465], [2.740601, -0.947200, 1.830198], [-2.951785, -1.393556, 0.969589], [-3.892879, -3.640092, 1.015354], [-2.431885, -5.614189, 1.176377], [0.024367, -5.310274, 1.312403], [0.984330, -3.053185, 1.215246], [-3.693067, 0.141504, -0.960651], [-3.054596, 1.061312, -2.287911], [-3.980569, 1.800914, -2.981837], [-3.602549, 2.530232, -4.096029], [-2.284770, 2.439589, -4.514716], [-1.360258, 1.693742, -3.824616], [0.211887, 1.635138, -4.516095], [-1.645845, 0.995128, -2.591818], [-0.773232, 0.448446, -1.803621], [-5.002236, 1.814744, -2.633322], [-4.310821, 3.131497, -4.640583], [-1.961190, 2.970840, -5.395952]],
  "forces_ev_per_a": [[-1.309, -1.881, 1.351], [0.067, 0.018, -0.099], [-0.052, 0.030, -0.104], [0.041, -0.301, -0.031], [0.033, 0.224, -0.049], [0.499, 0.265, -0.180], [0.067, -0.178, 0.111], [0.104, 0.012, -0.077], [-0.250, 0.421, -0.320], [0.004, -0.170, 0.403], [-0.088, -0.441, 0.331], [-0.313, -0.278, -0.839], [-0.194, -0.636, -0.317], [-0.057, 0.220, 0.110], [0.408, 0.045, 0.389], [0.106, -0.466, -0.063], [-0.117, 0.148, 0.046], [-0.354, 0.616, -0.061], [0.532, -0.836, 0.044], [-0.695, 0.040, -0.708], [1.787, -0.325, 0.952], [0.453, -0.168, 0.098], [-0.104, 0.043, 0.057], [-0.052, -0.067, 0.049], [-0.108, -0.055, 0.019], [-0.020, 0.122, 0.012], [-0.110, 0.149, -0.016], [0.052, -0.106, 0.019], [0.011, -0.041, 0.066], [0.006, -0.003, 0.000], [0.009, -0.046, -0.027], [0.098, -0.068, 0.023], [0.021, -0.004, 0.028], [0.033, 0.078, 0.077], [-0.020, -0.139, -0.089], [-0.224, -0.481, -0.186], [0.298, -0.071, 0.059], [-0.103, 0.109, -0.410], [0.210, 2.181, 0.427], [0.123, -0.395, 0.142], [-0.020, 0.012, -0.005], [-0.042, 0.077, -0.091], [0.045, 0.029, 0.146], [0.011, 0.159, 0.172], [0.005, -0.128, -0.100], [-0.224, -0.345, -0.022], [0.688, 0.696, -0.095], [0.091, -0.115, -0.046], [-0.075, -0.075, -0.018], [0.139, 0.043, 0.101], [-0.006, 0.110, -0.064], [-0.197, 0.378, 0.365], [0.140, -0.132, -0.221], [-0.093, 0.037, 0.192], [-0.083, 0.163, 0.092], [-0.084, 0.034, 0.014], [0.036, -0.068, -0.081], [-0.918, -0.626, 1.016], [0.267, 0.139, -0.108], [-0.017, 0.079, -0.104], [-0.077, -0.089, 0.152], [0.044, -0.015, 0.022], [0.144, -0.033, 0.159], [-0.060, 0.065, -0.074], [-0.119, -0.020, -0.063], [0.166, 0.077, 0.009], [-0.139, -0.071, 0.080], [0.039, -0.053, 0.080], [-0.031, -0.109, 0.035], [-0.054, 0.104, -0.096], [0.127, -0.005, 0.224], [0.067, 0.022, -0.116], [-0.016, -0.158, 0.087], [0.109, 0.005, 0.035], [-0.003, -0.018, -0.057], [-0.051, 0.031, 0.003], [0.068, 0.008, 0.024], [-0.014, 0.010, 0.056], [-0.009, -0.096, 0.077], [0.628, 1.542, -1.951], [-0.073, -0.111, -0.035], [-0.008, 0.000, -0.055], [0.034, 0.039, 0.007], [0.005, 0.018, -0.069], [0.029, -0.012, -0.098], [0.007, 0.031, -0.052], [-0.027, 0.074, 0.062], [0.043, -0.007, 0.005], [0.085, -0.067, -0.019], [-0.127, 0.011, -0.076], [-0.042, 0.002, 0.039], [0.032, 0.017, 0.067], [0.093, 0.013, -0.041], [0.011, -0.038, 0.002], [0.005, 0.097, 0.010], [-0.111, 0.010, -0.026], [-0.039, -0.082, 0.009], [0.091, -0.139, -0.051], [0.130, -0.095, 0.033], [-0.196, -0.137, 0.302], [-0.032, 0.147, -0.305], [0.020, 0.207, -0.202], [-0.202, 0.056, -0.062], [-0.070, -0.026, 0.106], [-0.486, 0.005, -0.004], [0.422, 0.280, -0.252], [-0.286, 0.348, 0.182], [-0.409, 0.070, -0.367], [-0.115, -0.035, 0.030], [-0.140, 0.074, -0.061], [0.079, 0.016, -0.142]]
}

No. 4
{
  "formula": "C3H7N3O",
  "method": "wB97M-V/def2-TZVPD",
  "relative_energy_kcal_mol": 100.59,
  "homo_ev": -9.043,
  "gap_ev": 9.94,
  "symbols": ["H", "N", "C", "N", "N", "C", "C", "O", "H", "H", "H", "H", "H", "H"],
  "positions_angstrom": [[0.950313, -0.529065, 2.154714], [1.148401, 0.158429, 1.491917], [0.474908, 0.010065, 0.451941], [-0.756962, -0.691916, 0.308076], [-0.685823, -1.856613, 1.070212], [0.853393, 0.822732, -0.768000], [-0.226874, 1.722801, -1.176631], [-0.007404, 0.412588, -1.763798], [-0.944695, -0.711604, -0.726429], [-1.576316, -2.185113, 1.542829], [-0.045555, -2.609935, 0.507580], [1.991795, 1.120183, -0.808863], [-1.181537, 1.758033, -0.569768], [0.006355, 2.579414, -1.713782]],
  "forces_ev_per_a": [[-0.977, -1.065, 1.761], [1.973, 0.474, -0.822], [-0.766, 1.268, -0.231], [1.119, 0.474, -0.784], [0.918, -3.006, -0.912], [0.909, 0.281, 2.734], [-1.664, -1.611, 1.711], [0.374, 1.344, -2.955], [-0.142, -0.846, 1.491], [1.612, 0.514, -1.506], [-2.672, 1.844, 2.184], [-2.376, -0.895, -0.616], [1.348, 0.029, -0.660], [0.345, 1.194, -1.395]]
}

No. 5
{
  "formula": "C3H3ClO2",
  "method": "wB97M-V/def2-TZVPD",
  "relative_energy_kcal_mol": 26.16,
  "homo_ev": -9.953,
  "gap_ev": 10.20,
  "symbols": ["C", "C", "O", "C", "O", "Cl", "H", "H", "H"],
  "positions_angstrom": [[-0.388968, -0.683233, -0.792653], [-0.511448, -0.133867, 0.607409], [-1.382291, -0.531487, 1.353192], [0.673212, 1.177183, 0.818178], [0.387232, 2.362727, 0.741962], [2.223180, 0.589295, 0.990854], [0.549066, -0.591397, -1.430157], [-1.106055, -0.373659, -1.536267], [-0.443928, -1.815564, -0.752519]],
  "forces_ev_per_a": [[1.863, -2.457, -1.631], [-0.259, 0.934, -0.091], [2.246, 1.391, -0.798], [-4.336, 1.740, -0.125], [0.662, -3.205, 0.179], [1.675, -0.643, 0.198], [-0.499, 0.630, 1.565], [-0.930, 0.401, 0.440], [-0.421, 1.208, 0.262]]
}

No. 6
{
  "formula": "CH3ClN2O2",
  "method": "wB97M-V/def2-TZVPD",
  "relative_energy_kcal_mol": 21.60,
  "homo_ev": -9.881,
  "gap_ev": 10.10,
  "symbols": ["N", "N", "O", "C", "O", "Cl", "H", "H", "H"],
  "positions_angstrom": [[0.681901, -0.098776, -1.575585], [-0.143884, -0.782664, -0.695995], [0.290834, -0.684424, 0.649430], [-0.665567, 0.305260, 1.420712], [-1.746813, 0.458490, 0.984641], [0.025952, 0.538104, 2.963277], [0.944573, 0.962599, -1.296457], [1.639416, -0.458830, -1.802647], [-1.026413, -0.239759, -0.647375]],
  "forces_ev_per_a": [[2.056, 3.624, -0.154], [-0.158, 0.317, -0.435], [-1.360, 2.854, 2.332], [2.067, -4.173, -1.806], [0.094, 1.248, 0.509], [-0.242, 0.390, -0.174], [-1.249, -2.868, -0.400], [-1.661, -0.652, 0.820], [0.453, -0.741, -0.692]]
}